Record 1
9
Properties=species:S:1:pos:R:3:forces:R:3:nbo_charge:R:1 method="wB97M-V/def2-TZVPD" lumo_energy_ha=0.1358 smiles=[O-]P(Cl)SCO multiplicity=1 total_charge=-1 orbital_gap_ha=0.2748
O 2.54930 0.06381 0.37686 -0.12 0.69 0.38 -1.179
P 2.61716 -1.27175 -0.32339 -0.48 -0.09 -1.45 1.066
Cl 3.49665 -2.42553 1.10993 0.81 -1.35 1.31 -0.432
S 0.46749 -2.06038 -0.17861 1.17 -0.43 -0.44 -0.356
C -0.16854 -0.35192 0.04344 -1.25 -1.71 0.29 -0.175
O 0.36752 0.61487 -0.73577 1.04 0.58 0.27 -0.764
H -1.19628 -0.56318 -0.24001 -0.48 0.65 0.69 0.172
H 0.08011 -0.21177 1.09331 -0.82 0.47 0.26 0.166
H 1.25364 0.58485 -0.22290 0.14 1.19 -1.30 0.501

=====

Record 2
15
Properties=species:S:1:pos:R:3:forces:R:3:mulliken_spin:R:1 method="wB97M-V/def2-TZVPD" s_squared=12.016 lumo_energy_ha="-0.0771 / -0.0774" multiplicity=7 total_charge=0 orbital_gap_ha="0.2564 / 0.2581"
Co -2.17245 1.85779 0.84723 2.63 -1.66 0.15 2.680
Co 0.89275 2.01828 1.03226 -1.75 -1.08 -0.47 2.695
P -0.52990 -0.06660 1.92895 -2.53 3.07 5.44 -0.020
O -1.73770 -0.06457 0.96092 -0.95 -1.60 -1.85 0.127
O -0.68855 1.53627 2.11793 -0.27 5.27 -0.26 0.288
O 0.87801 0.13393 1.35446 1.66 -2.25 -1.07 0.116
O -0.86890 -0.35548 3.39467 1.38 -2.46 -2.73 0.041
F -0.55569 2.32768 -0.39423 -0.24 0.52 0.68 0.072
C 0.02934 -1.18893 -1.57333 0.23 0.17 -0.16 0.000
N 1.48499 -0.88916 -1.68297 0.07 -0.06 0.77 0.000
O 2.25268 -1.81641 -1.78090 -0.03 -0.26 -0.23 0.001
O 1.82605 0.27238 -1.59775 0.07 0.49 -0.12 0.001
H -0.47782 -0.23118 -1.57600 -0.15 -0.12 -0.16 0.000
H -0.14159 -1.68595 -0.62384 0.14 -0.09 -0.05 0.000
H -0.19122 -1.84806 -2.40740 -0.25 0.06 0.04 0.000

=====

Record 3
8
Properties=species:S:1:pos:R:3:forces:R:3:nbo_charge:R:1 method="wB97M-V/def2-TZVPD" lumo_energy_ha=0.0273 smiles="O=C(F)F.N" multiplicity=1 total_charge=0 orbital_gap_ha=0.4004
O -1.94424 1.55536 0.49209 -0.56 0.83 0.31 -0.497
C -1.54982 0.50794 0.22270 1.65 -2.59 -0.74 1.138
F -1.15649 0.06073 -0.98838 -0.76 0.66 0.87 -0.317
F -1.30878 -0.53867 1.05166 -0.60 1.18 -0.46 -0.324
N 1.44938 -0.21815 -0.04479 -0.26 2.35 -1.21 -1.093
H 0.75738 -0.77894 0.37734 -0.28 -1.04 -0.07 0.371
H 1.39448 -0.05279 -1.03975 -1.47 0.03 -0.07 0.362
H 2.35809 -0.53547 -0.07087 2.28 -1.43 1.38 0.359

=====

Record 4
9
Properties=species:S:1:pos:R:3:forces:R:3:nbo_charge:R:1 method="wB97M-V/def2-TZVPD" lumo_energy_ha=-0.0532 multiplicity=1 total_charge=0 orbital_gap_ha=0.3229
C 0.05536 -0.33304 0.01954 -0.65 2.02 -2.14 -0.258
O -1.11273 -1.09994 -0.03690 -3.37 0.02 0.31 -0.689
F -3.90337 -0.95121 -1.12838 0.86 0.42 0.12 -0.537
F -3.67609 -1.25652 1.12757 0.87 1.86 -0.76 -0.530
P -3.17011 -0.19747 0.03125 2.43 -2.41 0.21 1.884
S -3.40168 1.69397 0.01788 0.25 -1.25 0.41 -0.397
H -0.07426 0.49078 -0.74291 0.53 -0.38 0.78 0.166
H 0.99611 -0.82866 -0.28077 -0.83 -0.73 -0.10 0.199
H 0.26795 0.10608 0.96101 -0.09 0.44 1.18 0.164

=====

Record 5
8
Properties=species:S:1:pos:R:3:forces:R:3:nbo_charge:R:1 method="wB97M-V/def2-TZVPD" lumo_energy_ha=0.0067 smiles="F[PH2]=C(F)S" multiplicity=1 total_charge=0 orbital_gap_ha=0.3265
F -1.19918 -0.90141 -1.30459 0.28 0.08 -0.17 -0.545
P -0.63915 0.39021 -0.60664 -0.73 -1.32 -0.85 1.417
C 0.10450 -0.13655 0.85964 1.64 1.02 -0.70 -0.407
F 0.19586 1.15861 1.53217 0.14 -0.68 0.31 -0.418
S 1.78314 -0.77349 0.38926 -1.28 0.29 0.76 -0.066
H -1.82762 1.01325 -0.32099 -0.23 0.70 0.28 -0.048
H -0.17499 1.06300 -1.79301 0.09 -0.18 0.52 -0.070
H 1.75744 -1.81362 1.24416 0.08 0.07 -0.16 0.137

=====

Record 6
9
Properties=species:S:1:pos:R:3:forces:R:3:nbo_charge:R:1 method="wB97M-V/def2-TZVPD" lumo_energy_ha=-0.0117 smiles="FP(F)S.C=S" multiplicity=1 total_charge=0 orbital_gap_ha=0.3128
F 0.08434 0.10593 -1.28776 -0.67 0.46 0.30 -0.593
P -0.47152 1.34267 -0.38298 1.71 -0.94 0.00 1.353
F 0.82164 1.21948 0.60679 -1.07 0.62 -0.65 -0.580
S 0.16770 2.89104 -1.67610 3.84 -1.62 0.62 -0.298
H -0.95888 3.36125 -1.79825 -3.79 1.51 -0.26 0.116
C 0.17777 -2.27581 1.05658 -0.38 -0.60 -1.11 -0.498
S -0.47811 -1.55444 2.32874 0.20 0.14 -0.09 0.082
H 0.63579 -1.68556 0.18371 -0.51 -1.14 1.40 0.217
H 0.02127 -3.40456 0.96926 0.67 1.58 -0.20 0.201

=====

Record 7
10
Properties=species:S:1:pos:R:3:forces:R:3:nbo_charge:R:1 method="wB97M-V/def2-TZVPD" lumo_energy_ha="-0.0090 / -0.0400" multiplicity=1 total_charge=0 orbital_gap_ha="0.3549 / 0.2607"
C -1.43784 -0.25386 0.35285 0.59 -1.78 0.80 0.810
N 1.39501 0.98401 -1.59530 -1.40 3.74 1.54 -0.595
N 0.68210 -0.85375 1.74747 1.69 -1.34 0.98 -0.879
F -1.47837 -1.60195 0.61023 -0.37 1.60 -0.46 -0.316
F -1.55749 -0.08625 -0.96327 0.04 0.16 0.12 -0.314
F -2.46369 0.33818 0.95536 -0.32 -0.05 -0.16 -0.315
S 0.14273 0.44184 1.04331 0.10 0.37 0.00 0.628
H 1.25190 1.72486 -2.30478 0.14 -0.74 0.09 0.301
H 1.67642 -0.90747 2.14300 -1.93 0.94 -0.94 0.388
H 1.78924 0.21439 -1.98887 1.46 -2.90 -1.98 0.291

=====

Record 8
9
Properties=species:S:1:pos:R:3:forces:R:3:nbo_charge:R:1 method="wB97M-V/def2-TZVPD" lumo_energy_ha=-0.1803 multiplicity=1 total_charge=+1 orbital_gap_ha=0.4837
C 1.36156 -0.12243 -0.02597 1.71 0.57 0.13 -0.277
O 0.13639 -0.87499 -0.06995 -5.47 1.85 0.16 -0.719
F -2.47685 -0.92550 0.01366 1.03 0.26 -0.06 -0.457
F -1.35365 0.85867 1.24058 0.17 -0.75 -0.60 -0.476
F -1.45270 0.96980 -1.13829 0.26 -0.93 0.61 -0.474
P -1.26831 -0.02221 0.00375 2.77 -0.98 -0.16 2.721
H 2.07380 -0.75904 0.50227 -0.20 0.09 -0.06 0.247
H 1.25977 0.82073 0.51090 -0.09 -0.07 0.02 0.207
H 1.71999 0.05497 -1.03694 -0.18 -0.04 -0.04 0.229

=====

Maximum force for every record listed, in sequence, given in eV/Å: 2.1 6.7 3.2 3.4 2.1 4.2 4.3 5.8.
Electronic energy for every record listed, in sequence, given in eV: -37830.0408 -102118.3314 -10058.0286 -28692.0504 -26642.2729 -37480.4549 -23049.4161 -20569.1526.
ΔE to the lowest compared entry with this formula, charge and spin for every record listed, in sequence, given in kcal/mol: 43.4 41.3 27.8 59.2 92.1 43.6 41.3 0.0.